{"formula": "C26H39N4O10Sr", "method": "the ωB97M-V functional and the def2-TZVPD basis", "e_homo_ev": -3.18, "lumo_ev": 0.87, "total_charge": -1, "multiplicity": 1, "homo_lumo_gap_ha": 0.149, "symbols": ["N", "H", "H", "H", "H", "Sr", "C", "C", "O", "H", "H", "H", "H", "H", "C", "C", "O", "H", "H", "H", "H", "H", "C", "C", "O", "H", "H", "H", "H", "H", "C", "C", "O", "H", "H", "H", "H", "H", "C", "C", "C", "C", "C", "C", "N", "O", "O", "H", "H", "H", "H", "H", "C", "C", "C", "C", "C", "C", "N", "O", "O", "H", "H", "H", "H", "H", "C", "C", "C", "C", "C", "C", "N", "O", "O", "H", "H", "H", "H", "H"], "positions_angstrom": [[-11.2061, 13.7315, -0.2493], [-11.3101, 13.6953, 0.7547], [-10.3104, 14.0687, -0.5719], [-11.9978, 14.2630, -0.5823], [-11.2544, 12.7881, -0.6067], [-11.5739, 15.4202, -3.3134], [-6.9958, 15.2793, -2.2093], [-8.2144, 15.5997, -1.3578], [-9.3927, 15.0676, -1.9166], [-7.1442, 15.9796, -3.0313], [-6.8871, 14.2316, -2.4898], [-6.0670, 15.5724, -1.7199], [-8.2372, 16.6484, -1.0614], [-8.1569, 15.0507, -0.4179], [-9.6364, 16.2891, -7.0818], [-9.2478, 15.0515, -6.2198], [-10.2145, 14.5767, -5.3582], [-10.5332, 16.1102, -7.6749], [-8.7748, 16.5083, -7.7124], [-9.7914, 17.1867, -6.4833], [-8.3080, 15.2381, -5.7001], [-9.0749, 14.2660, -6.9553], [-12.7257, 10.9535, -4.2770], [-12.2637, 11.4821, -2.8415], [-11.6558, 12.7581, -2.8229], [-13.4774, 11.6317, -4.6810], [-13.1424, 9.9509, -4.3728], [-11.9106, 10.9861, -4.9999], [-11.5546, 10.7248, -2.5071], [-13.1368, 11.4225, -2.1916], [-15.1507, 16.1944, -2.0900], [-14.1639, 16.2660, -0.9466], [-12.9372, 15.6730, -1.2247], [-14.8999, 16.5549, -3.0876], [-15.9590, 16.8655, -1.7995], [-15.7200, 15.2651, -2.0720], [-14.6287, 15.7450, -0.1095], [-13.9855, 17.3211, -0.7394], [-13.4521, 13.4674, -9.6571], [-14.4732, 14.3380, -9.3593], [-14.6946, 14.6819, -8.0532], [-14.0375, 14.1154, -6.9693], [-12.9905, 13.2152, -7.3009], [-12.7475, 12.8623, -8.6744], [-14.3776, 14.4473, -5.6111], [-13.4736, 14.2703, -4.8098], [-15.3658, 15.0948, -5.3606], [-13.2023, 13.2796, -10.6908], [-15.0941, 14.8273, -10.0952], [-15.4237, 15.4575, -7.8706], [-12.3093, 12.7244, -6.6215], [-11.9316, 12.1909, -8.8976], [-16.4396, 19.9546, -3.6207], [-15.1374, 19.8257, -3.1706], [-14.1466, 19.1982, -3.9115], [-14.5516, 18.5641, -5.1613], [-15.8143, 18.8231, -5.6795], [-16.7393, 19.4551, -4.9148], [-13.5384, 17.7649, -5.9401], [-13.5366, 18.0845, -7.1092], [-12.7151, 17.1080, -5.2976], [-17.1355, 20.5067, -3.0066], [-14.9177, 20.2299, -2.1935], [-13.1132, 19.0621, -3.6288], [-16.0709, 18.4463, -6.6586], [-17.6913, 19.5480, -5.4163], [-10.5808, 22.6766, -2.2617], [-11.1168, 21.5803, -1.4842], [-11.0611, 20.3033, -2.0690], [-10.2822, 20.0425, -3.2264], [-9.6313, 21.1344, -3.9147], [-9.9642, 22.4271, -3.4873], [-9.9255, 18.7004, -3.5903], [-10.5076, 17.8046, -2.9336], [-9.0280, 18.5131, -4.4436], [-10.6750, 23.6878, -1.8943], [-11.4967, 21.9085, -0.5279], [-11.5154, 19.5539, -1.4378], [-9.0373, 20.9616, -4.8000], [-9.6531, 23.2356, -4.1322]]}

***

{"formula": "C26H39NO5S3SiZn", "method": "the ωB97M-V functional and the def2-TZVPD basis", "e_homo_ev": -0.53, "lumo_ev": 4.48, "total_charge": -2, "multiplicity": 1, "homo_lumo_gap_ha": 0.184, "symbols": ["Zn", "C", "C", "C", "C", "O", "Si", "S", "O", "C", "C", "C", "C", "O", "C", "C", "C", "C", "H", "H", "H", "H", "H", "H", "H", "H", "H", "H", "H", "H", "H", "H", "H", "H", "H", "H", "H", "H", "H", "H", "H", "H", "H", "H", "H", "O", "C", "O", "C", "C", "C", "C", "C", "C", "C", "C", "C", "N", "H", "H", "H", "H", "H", "H", "C", "C", "S", "C", "C", "S", "H", "H", "H", "H", "H", "H"], "positions_angstrom": [[1.0694, -0.2575, -1.3875], [1.6272, 3.0258, 1.3506], [0.4480, 2.8923, 0.3945], [0.8668, 3.2636, -1.0237], [-0.7213, 3.7549, 0.8566], [0.0620, 1.5301, 0.3326], [-0.7517, 0.5310, 1.3660], [-0.5104, -1.3834, 0.7186], [-2.3272, 1.0865, 1.5152], [-3.4714, 0.8335, 0.7189], [-4.0900, -0.4869, 1.1634], [-3.1154, 0.7818, -0.7602], [-4.4301, 1.9903, 0.9939], [-0.1647, 0.9452, 2.8676], [-0.5885, 0.5773, 4.1651], [0.6778, 0.4391, 5.0025], [-1.4711, 1.7037, 4.6987], [-1.3608, -0.7408, 4.1693], [2.0088, 4.0512, 1.3199], [2.4151, 2.3327, 1.0515], [1.3270, 2.7807, 2.3724], [1.1204, 4.3276, -1.0762], [0.0644, 3.0389, -1.7270], [1.7370, 2.6777, -1.3270], [-0.4130, 4.8043, 0.8834], [-1.0563, 3.4577, 1.8524], [-1.5631, 3.6525, 0.1691], [-3.3535, -1.2877, 1.0677], [-4.9603, -0.7235, 0.5449], [-4.4093, -0.4199, 2.2073], [-2.4772, -0.0776, -0.9625], [-2.5638, 1.6724, -1.0610], [-4.0186, 0.7042, -1.3709], [-4.6517, 2.0436, 2.0628], [-5.3659, 1.8603, 0.4437], [-3.9716, 2.9328, 0.6899], [1.2302, 1.3809, 4.9952], [1.3180, -0.3315, 4.5718], [0.4387, 0.1740, 6.0364], [-0.9024, 2.6358, 4.7356], [-1.8395, 1.4741, 5.7035], [-2.3187, 1.8430, 4.0265], [-0.7766, -1.5255, 3.6896], [-2.2945, -0.6403, 3.6133], [-1.5921, -1.0322, 5.1985], [-1.9826, 0.7222, -3.9400], [-1.1252, 0.2452, -3.1929], [-0.3983, 0.8361, -2.3489], [-0.9161, -1.2762, -3.2782], [-1.7113, -2.0727, -4.1436], [-1.5156, -3.4159, -4.1598], [-0.5239, -3.9987, -3.3270], [-0.2539, -5.3885, -3.2814], [0.7222, -5.8723, -2.4588], [1.4755, -4.9915, -1.6438], [1.2371, -3.6481, -1.6620], [0.2248, -3.1352, -2.5091], [-0.0009, -1.7914, -2.5109], [-2.4471, -1.5675, -4.7524], [-2.1057, -4.0597, -4.8051], [-0.8331, -6.0560, -3.9107], [0.9247, -6.9365, -2.4274], [2.2485, -5.3864, -0.9965], [1.8011, -2.9499, -1.0501], [5.6310, -0.3956, -0.2878], [4.2940, -0.3247, -1.0064], [2.8988, -0.6522, 0.0282], [4.2069, -0.0440, -2.3175], [5.4300, 0.2113, -3.1662], [2.6919, 0.0648, -3.2046], [5.4725, -0.5907, 0.7724], [6.1956, 0.5389, -0.3705], [6.2674, -1.1972, -0.6793], [6.3628, 0.1633, -2.6029], [5.3638, 1.1955, -3.6404], [5.4845, -0.5194, -3.9799]]}

***

{"formula": "C26H39O6SiTc", "method": "the ωB97M-V functional and the def2-TZVPD basis", "e_homo_ev": [-0.31, -2.57], "lumo_ev": [2.03, 2.03], "total_charge": -1, "s2": 3.7809, "e_above_lowest_kcal_mol": 0.00, "multiplicity": 4, "homo_lumo_gap_ha": [0.086, 0.169], "symbols": ["C", "C", "C", "C", "H", "H", "C", "H", "H", "C", "H", "H", "C", "C", "C", "O", "O", "O", "O", "C", "H", "H", "H", "C", "H", "H", "H", "O", "H", "H", "C", "C", "H", "H", "H", "H", "H", "H", "Tc", "C", "C", "C", "H", "C", "C", "H", "H", "H", "H", "C", "C", "C", "H", "C", "C", "H", "H", "H", "H", "C", "Si", "C", "C", "O", "H", "H", "H", "H", "H", "H", "H", "H", "H"], "positions_angstrom": [[0.3019, -0.2520, -4.7636], [-0.0247, -0.8299, -3.3748], [-0.0494, 1.2531, -4.7012], [-1.0123, 1.3777, -3.4907], [-0.5436, 1.5375, -5.6409], [0.8563, 1.8628, -4.5699], [-1.2582, -0.0336, -2.9353], [0.8242, -0.5997, -2.7058], [-0.1873, -1.9180, -3.4066], [-1.3876, 0.1121, -1.4385], [-2.1774, -0.4771, -3.3414], [-1.9735, 1.7905, -3.8379], [-0.5511, 2.2033, -2.2275], [1.6930, -0.5858, -5.2552], [-0.4790, -0.9920, -5.8652], [-1.0733, -0.4580, -6.7802], [2.5957, -1.0029, -4.5489], [1.8078, -0.4523, -6.5915], [-0.3675, -2.3337, -5.7587], [-0.8782, -3.0161, -6.9099], [-0.6913, -4.0733, -6.7215], [-0.3434, -2.6841, -7.8097], [-1.9479, -2.8204, -7.0342], [3.0793, -0.8793, -7.0765], [3.8876, -0.3241, -6.5864], [3.0604, -0.6850, -8.1483], [3.2175, -1.9503, -6.8800], [-0.7269, 1.3105, -0.9921], [-1.0051, -0.7894, -0.9148], [-2.4436, 0.2419, -1.1488], [-1.4522, 3.4403, -2.2466], [0.9130, 2.6232, -2.2121], [1.1786, 3.2814, -3.0579], [1.5770, 1.7477, -2.2147], [1.1175, 3.1853, -1.2899], [-1.3676, 4.0593, -1.3480], [-2.5117, 3.1752, -2.3866], [-1.1570, 4.0676, -3.1116], [0.0725, -0.1203, 3.0987], [-2.5386, -0.4847, 3.9600], [-2.4139, 0.0481, 2.6512], [-1.5214, -0.8110, 1.8918], [-2.9287, 0.9190, 2.2623], [-1.0812, -1.8693, 2.7867], [-1.6570, -1.6107, 4.0816], [-1.5533, -2.2573, 4.9475], [-3.2088, -0.1356, 4.7317], [-1.4234, -0.8184, 0.8187], [-0.5364, -2.7693, 2.5266], [2.1688, 0.6907, 2.8222], [2.2335, -0.4208, 3.7215], [1.6604, -1.5526, 3.0632], [2.6659, -0.4302, 4.7143], [1.3142, -1.1588, 1.7270], [1.5925, 0.2377, 1.5858], [1.4517, 0.8369, 0.6859], [2.4964, 1.7036, 3.0533], [1.5088, -2.5267, 3.5328], [0.9828, -1.8155, 0.9217], [-1.7340, 0.2438, 7.2721], [0.0149, 0.4055, 6.5939], [0.8833, 1.8110, 7.4701], [0.9064, -1.2084, 6.9806], [-0.0097, 0.6973, 4.9724], [-1.7054, 0.1054, 8.3632], [-2.2443, -0.6245, 6.8368], [-2.3380, 1.1362, 7.0586], [0.8643, 1.6206, 8.5531], [1.9322, 1.8928, 7.1553], [0.3943, 2.7764, 7.2827], [0.3869, -2.0554, 6.5109], [1.9437, -1.1936, 6.6193], [0.9208, -1.3742, 8.0701]]}